one:
# C4H3I

An isolated molecule of C4H3I (ωB97M-V/def2-TZVPD, the OMol25 dataset).

XYZ file:
```
8
Properties=species:S:1:pos:R:3:lowdin_charge:R:1
I 0.44 2.87 -1.22 0.634
C -0.29 -1.11 -0.07 -0.142
C -0.54 1.12 -0.43 -0.491
H 0.52 -1.86 -0.30 0.138
C 0.22 0.29 0.45 -0.534
H 1.24 0.38 0.96 0.156
H -1.14 -0.99 -0.69 0.091
C -0.46 -0.70 1.29 0.147
```

Calculated values
Orbital gap in hartree: 0.2709
LUMO energy in eV: -1.22
2S+1: 1
E_HOMO in hartree: -0.3158

two:
# C4H3I

An isolated molecule of C4H3I (ωB97M-V/def2-TZVPD, the OMol25 dataset).

XYZ file:
```
8
Properties=species:S:1:pos:R:3:lowdin_charge:R:1
H -0.09 -0.66 1.34 0.090
C -0.62 0.84 -0.76 -0.168
C 0.45 -0.09 -0.88 -0.213
C 0.57 -0.66 0.36 -0.463
I 2.27 -2.10 0.88 0.539
H 1.01 0.03 -1.73 0.069
H -2.14 1.53 0.74 0.051
C -1.44 1.11 0.05 0.096
```

Calculated values
Orbital gap in hartree: 0.3382
LUMO energy in eV: 0.20
2S+1: 1
E_HOMO in hartree: -0.3307
SMILES: C#C/C=C/I

Ranked by calculated energy, most stable first: two, one.

one:
# C5H11N2S

The ion C5H11N2S with charge +1 (ωB97M-V/def2-TZVPD, the OMol25 dataset).

XYZ file:
```
19
Properties=species:S:1:pos:R:3:lowdin_charge:R:1
H 0.90 0.36 1.83 0.169
S -1.59 1.10 -1.74 0.841
N -2.49 -2.16 0.17 0.045
H 0.97 2.77 0.08 0.101
C 1.72 -0.48 -0.84 0.047
H -3.21 -1.80 -0.44 0.050
H -2.07 -2.99 -0.26 0.078
C 0.87 1.03 0.91 -0.166
H 2.74 0.01 -1.09 0.162
H 0.76 1.18 -1.14 0.121
H -1.94 -0.32 1.17 0.160
H 1.97 -1.15 -0.06 0.088
N 0.62 0.46 -0.41 -0.198
C 1.02 2.30 1.08 0.114
H -0.66 -1.44 0.79 0.045
C -1.44 -0.99 0.33 -0.191
H 1.26 2.86 1.92 0.079
H 1.36 -0.90 -1.72 0.086
C -0.81 0.16 -0.58 -0.632
```

Calculated values
Orbital gap in hartree: 0.3077
Net charge: +1
LUMO energy in eV: -5.30
2S+1: 1
E_HOMO in hartree: -0.5025
SMILES: C=C[N@@H+](C)C(=S)CN

two:
# C5H11N2S

The ion C5H11N2S with charge +1 (ωB97M-V/def2-TZVPD, the OMol25 dataset).

XYZ file:
```
19
Properties=species:S:1:pos:R:3:lowdin_charge:R:1
H -1.56 -1.07 0.30 0.148
C -0.55 -0.45 -2.21 -0.085
H -0.50 1.67 2.93 0.158
H 1.66 -0.93 0.24 0.046
C 1.16 1.87 1.72 -0.408
S 2.64 1.67 1.41 1.104
H 0.63 -2.28 -0.29 0.098
N 0.02 -0.33 -0.89 -0.279
H 0.07 -0.50 1.91 0.133
H -1.09 -1.39 -2.36 0.095
H 0.26 -0.40 -2.94 0.091
H -0.86 2.25 1.31 0.159
C -0.23 1.55 1.87 -0.243
H -1.23 0.37 -2.40 0.089
H -1.66 0.65 -0.18 0.135
C -0.97 -0.14 0.15 -0.228
H 1.68 -1.45 -1.45 0.094
C 1.04 -1.30 -0.58 -0.091
N -0.49 0.20 1.45 -0.014
```

Calculated values
Orbital gap (alpha / beta) in hartree: 0.2124 / 0.2124
Net charge: +1
LUMO energy (alpha / beta) in eV: -6.30 / -6.30
2S+1: 1
E_HOMO (alpha / beta) in hartree: -0.4438 / -0.4438

Ranked by calculated energy, most stable first: two, one.

one:
# C5H11N2S

A cluster of 2 separate species, C5H11N2S in total (ωB97M-V/def2-TZVPD, the OMol25 dataset).

XYZ file:
```
19
Properties=species:S:1:pos:R:3:lowdin_charge:R:1
C -1.03 2.48 -0.71 -0.013
H -3.71 -0.82 0.76 0.130
N -2.83 -0.67 0.43 0.045
N -1.84 1.40 -0.37 0.180
H -0.05 2.20 -1.00 0.101
H -1.04 3.24 0.05 0.108
H 4.32 -0.70 -0.74 0.048
H -2.68 -2.59 1.09 0.122
H -1.48 2.97 -1.57 0.112
H -2.18 -2.28 -0.70 0.113
H 2.39 0.83 0.86 0.010
C -2.20 -1.94 0.34 -0.023
H 2.49 -2.21 -0.02 -0.112
H 4.90 0.54 0.51 0.080
S 1.60 -1.22 -0.07 0.716
C 4.06 0.03 0.01 -0.059
H -1.15 -1.77 0.63 0.049
C 2.77 0.03 0.34 -0.616
C -2.35 0.48 0.14 0.010
```

Calculated values
Orbital gap in hartree: 0.2875
Net charge: +1
LUMO energy in eV: -3.83
2S+1: 1
E_HOMO in hartree: -0.4283

two:
# C5H11N2S

A structure of composition C5H11N2S (ωB97M-V/def2-TZVPD, the OMol25 dataset).

XYZ file:
```
19
Properties=species:S:1:pos:R:3:lowdin_charge:R:1
H -0.31 -2.34 1.21 0.110
C -0.63 -0.02 -0.06 -0.621
H -0.37 1.25 -2.28 -0.019
C -1.17 -1.77 1.60 0.038
N -0.76 -0.43 1.20 -0.128
C -0.55 0.63 2.07 0.014
N -0.22 1.27 -0.10 0.072
H -1.24 0.16 -3.39 0.057
H -0.11 2.78 1.46 0.122
C -0.23 1.72 1.29 0.036
C -0.32 0.36 -2.79 -0.266
S -0.54 -0.98 -1.47 0.964
H -0.55 0.46 3.08 0.108
H -1.14 -1.78 2.67 0.101
H 2.46 0.70 -1.29 0.069
H -2.06 -1.86 0.99 0.113
H 0.35 1.74 -0.75 0.094
H 2.21 -0.02 -0.94 0.052
H 0.57 0.16 -3.47 0.083
```

Calculated values
Orbital gap in hartree: 0.3623
Net charge: +1
LUMO energy in eV: -3.13
2S+1: 1
E_HOMO in hartree: -0.4772

Ranked by calculated energy, most stable first: two, one.

one:
# C7H12N3

A cluster of 2 separate species, C7H12N3 in total (ωB97M-V/def2-TZVPD, the OMol25 dataset).

XYZ file:
```
22
Properties=species:S:1:pos:R:3:lowdin_charge:R:1
N -4.54 1.42 0.14 0.239
H 1.11 1.80 -1.20 0.101
C 0.52 0.79 0.57 -0.057
H 0.24 0.34 -1.63 0.111
C -3.59 -0.89 0.00 -0.070
H 0.42 -1.46 0.16 0.113
N -1.11 -1.34 0.18 0.166
H -4.16 -1.64 -0.55 0.130
C -2.23 -1.12 0.11 -0.151
C -4.12 0.30 0.30 -0.096
H 1.54 -1.71 -0.98 0.161
H 3.85 0.03 -0.58 0.068
H -5.22 1.94 0.72 0.127
H 3.54 1.45 0.13 0.091
C 3.25 0.41 0.21 -0.009
H 3.71 -0.02 1.14 0.108
H 2.43 -1.85 0.29 0.194
C 0.81 0.87 -0.88 -0.065
C 1.77 0.12 -0.04 -0.459
H -0.18 0.12 1.08 0.086
N 1.57 -1.30 -0.03 0.144
H 0.40 1.73 0.86 0.067
```

Calculated values
Orbital gap in hartree: 0.3733
Net charge: +1
LUMO energy in eV: -2.97
2S+1: 1
E_HOMO in hartree: -0.4822

two:
# C7H12N3

A cluster of 2 separate species, C7H12N3 in total (ωB97M-V/def2-TZVPD, the OMol25 dataset).

XYZ file:
```
22
Properties=species:S:1:pos:R:3:lowdin_charge:R:1
N -1.70 0.16 0.66 0.171
H -4.91 1.19 0.88 0.097
C 1.73 -1.21 -0.11 -0.064
H 0.99 2.20 0.30 0.134
N -1.13 -0.72 -1.44 0.197
H -1.12 0.63 1.42 0.167
C 3.70 0.09 0.20 -0.074
H -0.36 -0.84 -2.07 0.122
H 3.34 2.18 0.51 0.107
C 3.12 -1.09 -0.04 -0.090
C -0.83 -0.23 -0.23 -0.223
H 4.75 0.27 -0.05 0.131
N -4.32 0.44 0.46 0.057
H -4.40 -0.49 0.88 0.075
H -4.44 0.39 -0.46 -0.015
H -2.77 0.00 0.61 0.063
C 0.96 -0.06 0.02 -0.087
C 1.51 1.21 0.33 -0.055
H 3.72 -2.07 -0.10 0.150
H 1.26 -2.10 -0.48 0.113
C 2.89 1.23 0.29 -0.073
H -1.99 -1.15 -1.57 0.096
```

Calculated values
Orbital gap in hartree: 0.3757
Net charge: +1
LUMO energy in eV: -2.85
2S+1: 1
E_HOMO in hartree: -0.4803

Ranked by calculated energy, most stable first: two, one.

one:
# C7H12N3

A cluster of 2 separate species, C7H12N3 in total (ωB97M-V/def2-TZVPD, the OMol25 dataset).

XYZ file:
```
22
Properties=species:S:1:pos:R:3:lowdin_charge:R:1
C -2.10 1.32 0.31 -0.048
C -0.41 0.11 1.77 -0.076
H -3.12 0.84 0.46 0.119
N 0.94 -0.53 -0.01 -0.111
C -0.23 0.36 -2.87 0.120
N 1.89 1.75 -2.92 0.221
H 1.86 -2.21 -0.45 0.064
C 1.01 -0.36 1.42 -0.102
H -1.10 -0.61 2.28 0.142
C -0.14 0.05 -0.50 0.016
H 2.18 -1.04 -1.54 0.079
H -1.30 0.74 -2.76 0.101
H 1.68 0.32 1.75 0.097
C 2.11 -1.24 -0.51 0.009
H 3.03 -1.13 0.03 0.115
H -0.24 -0.75 -3.23 0.136
H 1.22 -1.42 1.96 0.192
C 0.94 1.12 -2.94 -0.298
H -0.59 1.11 2.36 0.164
H -2.16 2.09 1.04 0.073
N -0.92 0.51 0.45 -0.146
H -2.14 1.99 -0.66 0.134
```

Calculated values
Orbital gap (alpha / beta) in hartree: 0.2804 / 0.2805
Net charge: +1
LUMO energy (alpha / beta) in eV: -5.74 / -5.74
2S+1: 1
E_HOMO (alpha / beta) in hartree: -0.4913 / -0.4913

two:
# C7H12N3

The ion C7H12N3 with charge +1 (ωB97M-V/def2-TZVPD, the OMol25 dataset).

XYZ file:
```
22
Properties=species:S:1:pos:R:3:lowdin_charge:R:1
H -2.26 -0.16 1.50 0.165
C 0.25 -0.84 0.35 -0.100
H 2.89 -1.14 1.19 0.079
C 2.84 -0.76 0.19 -0.046
H 1.54 -0.79 -1.47 0.192
C 0.08 1.36 0.01 -0.013
C 1.50 -0.46 -0.34 -0.298
H -0.77 -2.78 -0.66 0.126
N -2.00 -1.25 -0.17 0.080
H -2.88 0.90 -1.37 0.085
N 1.28 1.01 -0.39 0.124
C -2.10 -0.03 0.44 -0.336
H -3.46 1.66 0.10 0.044
C -0.92 -1.79 -0.29 -0.004
N -0.66 0.38 0.53 0.063
H 3.54 0.12 0.22 0.109
H -3.98 0.02 -0.36 0.131
H -0.18 2.35 0.10 0.144
C -3.12 0.80 -0.33 0.010
H 0.28 -1.24 1.34 0.148
H 3.40 -1.58 -0.34 0.114
H 2.05 1.54 -0.81 0.184
```

Calculated values
Orbital gap in hartree: 0.3828
Net charge: +1
LUMO energy in eV: -3.53
2S+1: 1
E_HOMO in hartree: -0.5125
SMILES: C[C@@H]1[NH+]=CN2[C@@H](C)N=C[C@@H]12

Ranked by calculated energy, most stable first: two, one.

one:
# C6H12N2S

A cluster of 2 separate species, C6H12N2S in total (ωB97M-V/def2-TZVPD, the OMol25 dataset).

XYZ file:
```
21
Properties=species:S:1:pos:R:3:lowdin_charge:R:1
H 0.90 1.28 -2.10 0.070
H 2.33 1.26 -1.18 0.065
C 0.58 -0.45 0.19 -0.677
H -2.04 -5.05 1.32 0.068
C 0.36 1.03 0.00 -0.687
C 1.26 1.58 -1.14 -0.110
C -1.05 -4.88 0.90 -0.077
H 0.15 2.56 1.43 0.100
C 0.75 1.64 1.29 -0.063
H -0.01 -0.71 1.07 0.062
H 1.81 1.73 1.37 0.094
H -0.25 -5.43 1.35 0.049
H -1.71 1.60 0.24 0.055
H 0.30 1.05 2.08 0.078
S 1.71 -1.41 -0.35 0.737
C -1.08 1.30 -0.53 -0.027
N -0.79 -4.30 -0.20 -0.216
H 1.23 2.74 -0.91 0.122
N -0.80 -3.90 -1.27 0.191
H -0.94 2.21 -1.12 0.081
H -1.49 0.44 -1.03 0.088
```

Calculated values
Orbital gap in hartree: 0.3178
LUMO energy in eV: 0.17
2S+1: 1
E_HOMO in hartree: -0.3114

two:
# C6H12N2S

A cluster of 2 separate species, C6H12N2S in total (ωB97M-V/def2-TZVPD, the OMol25 dataset).

XYZ file:
```
21
Properties=species:S:1:pos:R:3:lowdin_charge:R:1
C -1.61 1.41 1.01 -0.331
S 2.59 -3.02 -0.06 0.682
H 0.72 -1.28 -2.82 0.067
H -2.37 -0.65 1.44 0.065
H -0.15 1.20 -0.72 0.105
C -0.45 1.55 0.26 -0.084
H 1.15 2.91 0.60 0.135
H -3.35 0.78 1.87 0.065
H 3.51 -2.02 -0.21 -0.125
C 1.45 -1.97 -2.37 -0.186
C -0.45 3.00 1.92 -0.177
C -2.69 0.33 1.12 -0.041
H 0.94 -1.41 -0.37 0.041
H -3.30 0.45 0.23 0.067
H 0.37 -3.01 -0.85 0.068
H 2.45 -1.62 -2.61 0.058
N -1.50 2.23 2.08 0.065
H 1.26 -2.84 -3.01 0.067
N 0.22 2.60 0.79 0.026
H 0.00 3.70 2.60 0.109
C 1.21 -2.33 -0.91 -0.678
```

Calculated values
Orbital gap in hartree: 0.3400
LUMO energy in eV: 0.63
2S+1: 1
E_HOMO in hartree: -0.3168
SMILES: Cc1c[nH]cn1.CCS

Ranked by calculated energy, most stable first: two, one.